(1)
C24H56N8O12SY as an isolated structure at a distorted geometry, computed with ωB97M-V/def2-TZVPD.

```
102
Properties=species:S:1:pos:R:3
Y -3.985 -0.030 1.528
S 0.784 1.131 -0.034
O 1.835 0.126 -0.110
O 1.194 2.454 -0.371
O -0.452 0.734 -0.765
O 0.113 1.124 1.274
C 6.007 -2.784 -4.676
C 4.718 -3.480 -5.133
O 4.787 -4.284 -6.059
N 3.566 -3.133 -4.566
C 2.265 -3.608 -4.903
H 6.669 -3.438 -4.109
H 5.815 -2.017 -3.926
H 6.327 -2.359 -5.628
H 3.617 -2.470 -3.806
H 1.837 -2.874 -5.586
H 1.644 -3.519 -4.013
H 2.101 -4.612 -5.295
C 2.815 8.896 -1.692
C 3.468 8.925 -0.309
O 4.282 9.815 -0.071
N 3.134 7.946 0.514
C 3.703 7.782 1.849
H 2.795 7.879 -2.084
H 3.353 9.483 -2.436
H 1.827 9.353 -1.744
H 2.730 7.155 0.033
H 4.410 6.959 1.943
H 2.930 7.658 2.608
H 4.182 8.724 2.118
C 4.064 2.740 -5.881
C 5.499 3.182 -5.655
O 6.322 3.422 -6.530
N 5.843 3.284 -4.362
C 7.083 3.828 -3.848
H 4.126 1.829 -6.476
H 3.436 3.467 -6.395
H 3.559 2.581 -4.928
H 5.126 3.024 -3.700
H 7.035 4.445 -2.950
H 7.717 4.175 -4.665
H 7.632 2.955 -3.495
C -1.081 -6.183 3.750
C -1.891 -5.331 4.707
O -2.234 -4.198 4.369
N -2.351 -5.846 5.830
C -3.218 -5.128 6.782
H -0.563 -6.946 4.331
H -0.368 -5.621 3.146
H -1.737 -6.718 3.063
H -2.169 -6.836 5.911
H -3.405 -5.753 7.655
H -4.161 -4.901 6.285
H -2.871 -4.192 7.219
C 6.676 -3.579 2.210
C 7.336 -2.383 2.867
O 8.502 -2.501 3.254
N 6.623 -1.224 2.857
C 7.160 0.051 3.392
H 5.938 -3.303 1.457
H 6.075 -4.098 2.957
H 7.328 -4.317 1.742
H 5.733 -1.210 2.379
H 6.440 0.382 4.139
H 7.242 0.701 2.520
H 8.129 -0.071 3.876
C -2.416 3.268 7.744
C -3.809 2.709 7.746
O -4.146 1.931 6.868
N -4.588 2.966 8.801
C -5.947 2.526 9.040
H -1.791 2.504 8.207
H -2.394 4.256 8.204
H -2.069 3.401 6.719
H -4.150 3.499 9.538
H -5.850 1.952 9.961
H -6.409 1.818 8.353
H -6.570 3.400 9.231
C -5.493 -6.637 -2.585
C -6.137 -5.544 -1.771
O -5.509 -4.622 -1.264
N -7.519 -5.536 -1.662
C -8.557 -6.506 -2.042
H -5.083 -6.259 -3.522
H -6.159 -7.455 -2.858
H -4.658 -7.080 -2.042
H -7.899 -4.809 -1.073
H -8.584 -6.504 -3.131
H -9.540 -6.160 -1.724
H -8.476 -7.552 -1.748
C -8.365 1.571 -4.273
C -6.870 1.630 -4.124
O -6.323 1.283 -3.105
N -6.250 2.101 -5.245
C -4.848 2.346 -5.387
H -8.773 2.441 -4.786
H -8.853 1.683 -3.304
H -8.594 0.615 -4.744
H -6.825 2.209 -6.069
H -4.458 2.940 -4.561
H -4.831 2.947 -6.296
H -4.303 1.405 -5.459
```

Net charge: +1
Orbital gap (eV): 1.81
E (Eh): -2724.95196
2S+1: 1

(2)
C23H17FN5O6S5Sm as an isolated structure at a distorted geometry, computed with ωB97M-V/def2-TZVPD.

```
58
Properties=species:S:1:pos:R:3
Sm -1.246 -0.454 -0.760
O -1.359 4.173 -0.366
C -1.370 4.324 0.983
C -1.441 5.601 1.537
C -1.466 5.776 2.906
C -1.428 4.673 3.751
C -1.367 3.406 3.203
C -1.333 3.197 1.820
C -1.267 1.808 1.283
O -0.983 1.605 0.048
N -1.498 0.851 2.174
N -1.600 -0.375 1.587
C -1.536 -1.412 2.318
C -1.664 -2.736 1.683
C -1.634 -3.887 2.453
C -1.771 -5.117 1.833
C -1.944 -5.161 0.462
C -1.951 -3.966 -0.235
N -1.803 -2.776 0.347
H -1.448 5.041 -0.775
H -1.475 6.461 0.875
H -1.517 6.778 3.315
H -1.446 4.802 4.825
H -1.338 2.532 3.839
H -1.375 -1.333 3.389
H -1.508 -3.805 3.525
H -1.749 -6.030 2.416
H -2.069 -6.096 -0.067
H -2.090 -3.959 -1.307
F 3.868 1.758 2.923
C 3.973 0.790 2.012
C 3.385 0.885 0.827
N 3.500 -0.105 -0.138
C 2.745 -0.004 -1.369
C 1.287 -0.346 -1.180
O 0.479 -0.063 -2.115
O 0.902 -0.888 -0.104
C 4.160 -1.291 0.118
O 4.222 -2.204 -0.678
N 4.773 -1.338 1.354
C 4.760 -0.381 2.374
O 5.342 -0.554 3.416
H 2.785 1.749 0.569
H 3.159 -0.718 -2.077
H 2.825 0.994 -1.795
H 5.288 -2.184 1.549
C 0.151 -2.819 -3.743
S -1.510 -2.263 -3.307
C -1.618 -0.745 -4.189
C -2.359 0.281 -3.745
S -3.336 0.347 -2.298
S -2.388 1.663 -4.813
C -1.352 1.054 -6.053
S -0.968 1.867 -7.418
S -0.819 -0.559 -5.727
H 0.330 -3.723 -3.161
H 0.885 -2.058 -3.490
H 0.207 -3.065 -4.801
```

Net charge: 0
Orbital gap (spin up / spin down) (eV): 6.28 / 6.29
E (Eh): -4360.84251
2S+1: 6

(3)
A single C5H11NO molecule at a distorted geometry, computed with ωB97M-V/def2-TZVPD.

```
18
Properties=species:S:1:pos:R:3
C 1.249 -1.304 1.485
C -0.031 -0.456 1.546
N -0.334 0.007 0.141
C -1.157 -0.757 -0.801
C 0.222 1.200 -0.262
O 0.933 1.853 0.487
C -0.100 1.735 -1.665
H 1.159 -2.354 1.788
H 2.128 -0.866 1.967
H 1.391 -1.253 0.414
H 0.107 0.435 2.168
H -0.876 -1.020 1.963
H -2.155 -0.310 -0.893
H -0.737 -0.793 -1.820
H -1.271 -1.794 -0.476
H 0.349 2.730 -1.736
H -1.181 1.828 -1.825
H 0.303 1.120 -2.481
```

Net charge: 0
SMILES: CCN(C)C(C)=O
Orbital gap (eV): 10.01
E (Eh): -327.10123
2S+1: 1